1.
{"formula": "C34H40N4Sc", "method": "ωB97M-V/def2-TZVPD", "gap_ev": [4.28, 4.31], "e_tot_ha": -2299.14210, "mol_weight_g_mol": 549.68, "de_lowest_ev": 0.9442, "e_homo_ev": [-1.914, -1.965], "total_charge": -1, "elements": ["Sc", "N", "N", "C", "C", "C", "C", "H", "H", "H", "C", "C", "H", "H", "H", "C", "C", "H", "H", "H", "C", "H", "H", "H", "C", "H", "H", "H", "C", "H", "C", "H", "C", "H", "C", "H", "C", "C", "H", "C", "C", "H", "C", "H", "N", "C", "C", "C", "H", "C", "C", "H", "H", "H", "C", "H", "C", "C", "H", "H", "H", "C", "H", "H", "H", "C", "C", "C", "C", "N", "C", "C", "H", "H", "H", "H", "H", "H", "H"], "positions_angstrom": [[-0.43545, -0.63875, -0.42854], [0.62818, -3.87100, 3.67772], [-1.11965, -2.36343, -2.13855], [0.51814, 1.76366, -0.47938], [1.59899, 0.89588, -0.17582], [1.64432, 0.73869, 1.27588], [2.67792, 0.16904, 2.00040], [3.44532, -0.41319, 1.48542], [1.74318, -1.56442, 2.98490], [2.70600, 0.26125, 3.07826], [0.40850, 1.30672, 1.78323], [-0.00333, 1.27158, 3.20086], [0.55350, 2.00195, 3.80850], [0.18119, 0.28017, 3.63797], [-1.07291, 1.48980, 3.31457], [-0.19483, 2.03026, 0.74825], [-1.23102, 3.07612, 0.94699], [-2.00348, 2.73898, 1.65405], [-1.72574, 3.34031, 0.00421], [-0.80805, 4.01146, 1.36340], [2.74632, 0.55830, -1.05465], [3.57432, 1.28576, -0.97142], [2.45479, 0.52058, -2.11393], [3.16564, -0.41667, -0.77375], [0.37872, 2.55162, -1.73732], [-0.67208, 2.81230, -1.93326], [0.75100, 1.98600, -2.60452], [0.95005, 3.50348, -1.71021], [-0.43710, -4.37578, 4.24571], [-0.37964, -4.54222, 5.36546], [-1.61726, -4.68073, 3.50782], [-2.41348, -5.24912, 4.00486], [-1.69625, -4.27305, 2.16714], [-2.50137, -4.66328, 1.49199], [-0.67153, -3.47162, 1.66789], [-0.65445, -3.10145, 0.62437], [0.53264, -3.26093, 2.43453], [1.42885, -2.18910, 2.16161], [1.81799, -2.20216, 1.10161], [-1.16822, -1.10391, -2.64257], [-0.10255, -3.00339, -2.94035], [0.53644, -3.74166, -2.52535], [0.01428, -2.35980, -4.12575], [0.48664, -2.71122, -5.01668], [-0.63317, -1.12758, -3.91648], [-0.68990, -0.02764, -4.73197], [0.44672, 0.37095, -5.48647], [0.35174, 1.60145, -6.12580], [1.16718, 1.94919, -6.75459], [-0.77776, 2.40365, -5.97056], [-0.94867, 3.60982, -6.83353], [-1.48054, 4.41387, -6.30088], [-1.54544, 3.36019, -7.72962], [0.02724, 3.97722, -7.17672], [-1.79212, 2.05512, -5.07905], [-2.62059, 2.74041, -4.88700], [-1.77774, 0.84272, -4.44080], [-2.73867, 0.45558, -3.35783], [-2.96655, -0.61686, -3.25884], [-3.68055, 0.94820, -3.58533], [-2.42574, 0.86404, -2.38555], [1.73002, -0.38715, -5.36104], [1.61201, -1.44619, -5.57809], [2.16998, -0.28751, -4.35762], [2.46492, -0.01103, -6.07265], [-5.84863, -0.70809, 3.21963], [-4.56283, -0.49377, 2.46867], [-3.36478, -1.00751, 2.96700], [-2.19323, -0.87371, 2.23470], [-2.17517, -0.37803, 0.95790], [-3.29292, 0.31860, 0.57068], [-4.49677, 0.19851, 1.25842], [-6.08894, -1.77803, 3.31706], [-5.80338, -0.30704, 4.24313], [-6.69136, -0.22645, 2.70991], [-3.33145, -1.54475, 3.91466], [-1.23953, -1.21344, 2.65462], [-3.18617, 0.96072, -0.31195], [-5.40011, 0.63960, 0.83294]], "forces_ev_per_angstrom": [[1.1, 1.3, 0.8], [0.4, 1.2, 0.4], [4.0, 1.4, 0.5], [-0.9, -0.2, 0.0], [-0.8, -0.9, 0.3], [1.1, -0.7, 0.4], [-0.2, 1.4, -0.9], [-0.1, 0.4, 0.4], [0.6, -0.6, -0.4], [0.0, -0.3, -0.1], [0.1, 0.3, -0.9], [-0.1, 0.0, 0.5], [-0.1, -0.1, 0.0], [0.0, 0.2, 0.0], [0.1, 0.0, 0.0], [0.8, -0.6, 0.0], [-0.6, 0.1, -0.1], [0.1, 0.1, -0.1], [0.0, 0.0, 0.1], [0.0, -0.4, -0.2], [0.4, -0.1, -0.3], [-0.1, -0.1, 0.0], [0.1, 0.0, 0.2], [0.0, 0.1, -0.2], [-0.1, 0.3, -0.4], [0.3, 0.0, -0.1], [-0.2, 0.2, 0.1], [-0.1, -0.3, 0.0], [-1.3, -0.5, -0.3], [-0.1, -0.3, -1.4], [0.1, -0.1, 1.3], [0.2, 0.3, -0.3], [0.5, -0.4, -0.9], [0.6, 0.8, 0.8], [0.4, -1.6, -0.4], [-0.3, -0.2, 0.5], [-0.8, 1.1, 1.0], [-1.2, -1.9, -2.0], [-0.3, 0.7, 1.2], [0.7, -2.0, 0.9], [-2.1, 0.1, -0.1], [-0.2, -1.2, 0.0], [-0.2, 0.0, 1.4], [0.1, 0.2, -0.1], [0.3, -1.7, 0.4], [0.5, 1.9, 0.1], [-1.3, 0.1, 0.8], [-0.3, -0.2, 0.0], [0.0, 0.0, 0.1], [-0.1, 0.0, -0.2], [-0.1, 0.5, -0.3], [0.2, -0.2, -0.2], [0.2, 0.1, 0.3], [-0.3, 0.1, 0.0], [-0.2, 0.3, -0.4], [0.2, -0.1, -0.1], [1.3, -1.3, 0.0], [-2.0, 1.4, -0.3], [0.0, 0.8, -0.2], [-0.5, 0.4, -0.3], [-0.1, -0.3, -0.5], [0.5, -0.1, -0.6], [0.2, 0.3, 0.0], [-0.3, -0.1, -0.2], [0.0, 0.2, 0.0], [-0.4, 0.0, 0.1], [0.4, -0.5, 0.0], [0.0, 0.3, 0.0], [0.0, -0.4, -1.0], [-1.2, 1.4, 1.3], [0.5, -1.2, 0.3], [0.0, 0.4, -0.2], [0.2, 0.3, -0.1], [0.1, -0.1, -0.3], [0.2, -0.1, 0.1], [0.0, 0.2, -0.2], [-0.3, -0.1, -0.5], [-0.1, -0.6, 0.2], [0.3, 0.1, 0.2]]}



2.
{"formula": "C34H41CdNO2S4", "method": "ωB97M-V/def2-TZVPD", "gap_ev": 8.59, "e_tot_ha": -3285.95837, "mol_weight_g_mol": 736.39, "de_lowest_ev": 0.2496, "e_homo_ev": -8.156, "total_charge": 0, "elements": ["Cd", "C", "C", "C", "C", "C", "C", "C", "C", "C", "H", "H", "H", "H", "H", "H", "H", "H", "H", "H", "H", "H", "C", "C", "S", "C", "C", "S", "C", "C", "S", "H", "H", "H", "H", "H", "H", "H", "H", "H", "H", "H", "H", "S", "C", "C", "C", "C", "C", "C", "C", "C", "C", "N", "H", "H", "H", "H", "H", "H", "C", "C", "C", "C", "C", "C", "C", "C", "C", "C", "O", "O", "H", "H", "H", "H", "H", "H", "H", "H", "H", "H", "H"], "positions_angstrom": [[-0.52166, 0.41120, 0.29340], [-2.61835, -2.44223, -2.63721], [-1.20730, -2.66943, -2.16348], [-0.94192, -3.47891, -1.06833], [0.36041, -3.71884, -0.64072], [0.62289, -4.57228, 0.57208], [1.40873, -3.12722, -1.33637], [1.17756, -2.28511, -2.42219], [2.33881, -1.69319, -3.18159], [-0.13609, -2.06669, -2.81998], [-2.84013, -3.08176, -3.49540], [-2.77338, -1.40516, -2.94189], [-3.33997, -2.66427, -1.85027], [-1.77098, -3.92656, -0.52882], [1.58925, -5.07425, 0.50217], [-0.14385, -5.33691, 0.69496], [0.62754, -3.95913, 1.47860], [2.43172, -3.33564, -1.03671], [2.90128, -2.47576, -3.69543], [3.03360, -1.17495, -2.51614], [2.00101, -0.98237, -3.93587], [-0.33748, -1.42254, -3.67127], [4.37941, -1.89166, 0.67089], [3.27178, -2.09633, 1.70147], [1.97751, -0.84363, 1.61723], [2.07910, 0.03976, 3.19183], [3.32186, 0.89677, 3.39853], [3.35297, 2.36245, 2.33405], [4.77897, 2.10711, 1.24848], [4.71096, 0.92014, 0.28335], [5.53162, -0.54099, 1.00390], [3.96020, -1.76842, -0.32769], [5.00325, -2.78786, 0.64626], [3.67869, -2.09897, 2.71339], [2.78769, -3.05909, 1.53531], [1.96598, -0.66909, 4.01462], [1.19287, 0.67451, 3.17494], [4.22898, 0.32050, 3.21642], [3.34898, 1.23653, 4.43528], [5.68767, 2.07655, 1.85075], [4.80561, 3.03566, 0.67509], [5.20798, 1.16347, -0.65554], [3.67262, 0.67483, 0.07040], [1.79723, 4.17027, -0.78402], [2.23391, 3.05296, -1.99854], [1.61398, 1.85067, -1.81987], [0.75962, 1.80922, -0.67482], [0.77015, 3.00968, -0.02531], [0.00305, 3.33160, 1.19719], [-0.36462, 4.63619, 1.51700], [-1.11885, 4.87095, 2.64909], [-1.50280, 3.80020, 3.44253], [-1.10211, 2.53737, 3.05667], [-0.35615, 2.29970, 1.97667], [2.92043, 3.34205, -2.78109], [1.75938, 1.01897, -2.49439], [-0.07501, 5.44883, 0.86373], [-1.41770, 5.87980, 2.90424], [-2.09986, 3.93554, 4.33336], [-1.37665, 1.67082, 3.64771], [-7.61947, -0.07799, -3.75818], [-6.46137, 0.05357, -2.80297], [-6.38862, -0.73259, -1.66026], [-5.30662, -0.65989, -0.79286], [-5.28982, -1.52251, 0.44487], [-4.28517, 0.25508, -1.06424], [-4.33328, 1.06891, -2.19868], [-3.22303, 2.03052, -2.55588], [-5.42374, 0.94164, -3.05452], [-3.07783, 0.32209, -0.18330], [-2.73408, 1.39246, 0.35357], [-2.35121, -0.74246, -0.08487], [-8.51259, -0.44399, -3.25139], [-7.38430, -0.78305, -4.55879], [-7.85848, 0.87783, -4.22523], [-7.19318, -1.42652, -1.43765], [-6.00607, -2.33863, 0.35281], [-5.56942, -0.93469, 1.32345], [-4.30291, -1.94387, 0.62845], [-2.86276, 2.57671, -1.68705], [-3.56910, 2.74209, -3.30495], [-2.36702, 1.49788, -2.98050], [-5.46511, 1.56799, -3.94059]], "forces_ev_per_angstrom": [[0.0, 0.0, -0.1], [0.0, 0.0, 0.0], [-0.1, 0.1, 0.0], [0.0, -0.1, 0.0], [0.0, 0.0, 0.0], [0.0, 0.0, 0.0], [0.0, 0.0, 0.1], [0.0, -0.1, -0.1], [-0.1, 0.0, 0.0], [0.0, 0.1, 0.0], [0.0, 0.0, 0.0], [0.0, -0.1, 0.0], [0.1, 0.0, 0.0], [0.0, 0.0, 0.0], [0.0, 0.0, 0.0], [0.0, 0.0, 0.0], [0.0, 0.0, 0.0], [0.0, 0.0, 0.0], [0.0, 0.0, 0.0], [0.0, 0.0, 0.0], [0.0, 0.0, 0.0], [0.0, 0.0, 0.0], [0.0, -0.1, 0.0], [0.1, -0.1, 0.0], [-0.3, 0.3, 0.0], [0.1, 0.0, 0.0], [0.1, -0.1, 0.0], [-0.1, 0.0, -0.1], [0.0, 0.0, -0.1], [-0.1, 0.1, 0.2], [0.0, 0.0, 0.0], [0.0, 0.0, 0.0], [0.0, 0.0, 0.0], [0.0, 0.0, 0.0], [0.1, -0.1, 0.0], [0.0, -0.1, 0.0], [0.0, 0.0, 0.0], [0.0, 0.0, 0.1], [0.0, 0.0, 0.0], [0.0, 0.0, 0.0], [0.0, 0.0, 0.0], [0.1, 0.0, 0.0], [0.0, 0.0, 0.0], [0.1, 0.2, 0.0], [0.0, -0.1, 0.0], [-0.1, 0.0, 0.1], [0.2, -0.1, -0.1], [-0.2, 0.1, 0.3], [0.2, -0.1, -0.1], [0.0, 0.1, 0.0], [0.0, 0.1, 0.0], [0.0, 0.0, 0.0], [0.1, -0.1, 0.0], [-0.1, 0.0, -0.1], [0.0, 0.0, 0.0], [0.0, 0.0, 0.0], [0.0, 0.0, 0.0], [0.0, 0.0, 0.0], [0.0, 0.0, 0.0], [0.0, 0.0, 0.0], [0.0, 0.0, 0.0], [0.0, 0.0, 0.0], [0.0, 0.0, 0.0], [0.0, 0.0, 0.1], [0.0, 0.0, 0.0], [-0.1, -0.2, 0.1], [0.0, 0.1, -0.1], [-0.1, -0.1, 0.0], [0.0, 0.1, 0.0], [0.3, -0.2, 0.2], [-0.2, -0.1, -0.1], [-0.1, 0.4, 0.0], [0.0, 0.0, 0.0], [0.0, 0.0, 0.0], [0.0, 0.0, 0.0], [0.0, 0.0, 0.0], [0.0, 0.0, 0.0], [0.0, 0.0, 0.0], [0.0, 0.0, 0.0], [0.0, 0.0, 0.0], [0.0, 0.0, 0.0], [0.0, 0.0, 0.0], [0.0, 0.0, 0.0]]}